Arrangement w

# C26H48O18S3

A 8-piece molecular cluster, C26H48O18S3 overall (ωB97M-V/def2-TZVPD, the Open Molecules 2025 dataset).

```
95
C26H48O18S3 | the Open Molecules 2025 dataset | ωB97M-V/def2-TZVPD
C 2.6287 -7.5163 -2.9264
C 3.2211 -6.8113 -4.0555
C 2.4593 -5.6719 -4.5696
O 3.5237 -4.6957 -4.6849
C 4.6683 -5.2504 -4.4931
O 5.7462 -4.7903 -4.7001
O 4.5591 -6.4638 -3.9820
H 1.5681 -7.7633 -2.9741
H 2.7332 -6.9231 -2.0180
H 3.1015 -8.4971 -2.8751
H 3.0741 -7.4308 -4.9402
H 1.8195 -5.2652 -3.7864
H 1.8367 -5.8607 -5.4441
C -6.8288 -3.8352 2.2596
C -8.1660 -3.9882 3.0231
C -8.8760 -5.3766 2.6863
O -8.8399 -6.0079 3.8999
C -8.2618 -5.2956 4.8507
O -8.1789 -5.7357 6.0146
O -7.8504 -4.0779 4.3165
H -6.2772 -2.9487 2.5725
H -7.0049 -3.7670 1.1860
H -6.2306 -4.7244 2.4587
H -8.7741 -3.1101 2.8058
H -8.4576 -5.9357 1.8493
H -9.8864 -5.1144 2.3727
C -0.0446 3.4318 -11.4309
C 1.0500 3.2349 -10.3939
C 1.2170 4.2042 -9.2592
O 1.3442 3.4984 -8.0074
C 1.0040 2.2247 -8.2998
O 0.7552 1.3326 -7.5425
O 0.7423 2.1284 -9.5985
H 0.4482 3.3694 -12.4011
H -0.6912 4.3078 -11.4837
H -0.7487 2.5998 -11.4375
H 2.0283 3.1296 -10.8629
H 0.4512 4.9786 -9.2157
H 2.1648 4.7321 -9.3643
C 4.6913 0.2861 3.1261
C 3.9720 0.0446 4.4128
C 4.8080 -0.6878 5.4868
O 4.9379 0.1418 6.5566
C 4.2983 1.3617 6.2509
O 4.1028 2.2830 7.0151
O 3.7983 1.2914 4.9628
H 5.6942 0.7091 3.0685
H 4.1245 0.9316 2.4551
H 4.8130 -0.6882 2.6529
H 3.0610 -0.5230 4.2229
H 5.7922 -0.9300 5.0859
H 4.3069 -1.6006 5.8091
C 6.2807 6.0293 1.6874
C 5.4653 6.2131 0.3596
C 5.5586 5.1049 -0.7187
O 4.2495 4.5493 -0.6433
C 3.5025 5.0970 0.1490
O 2.4163 4.5686 0.3417
O 4.0741 6.1203 0.7743
H 6.1005 5.0849 2.2010
H 5.8782 6.7767 2.3711
H 7.3593 6.1001 1.5467
H 5.5591 7.1356 -0.2133
H 6.3194 4.4117 -0.3598
H 5.7726 5.3932 -1.7479
C -4.0422 -1.5314 10.3033
S -2.5513 -2.2758 9.5249
O -2.4510 -1.6440 8.1295
C -1.2603 -1.7199 10.7463
H -4.9951 -1.6415 9.7857
H -3.6138 -0.5596 10.5486
H -4.2766 -1.9294 11.2906
H -0.3886 -2.3658 10.6414
H -1.5040 -1.9333 11.7870
H -0.9727 -0.6744 10.6355
C -1.2490 -0.3498 1.5597
S -0.2932 -1.4696 0.4359
O -0.9547 -2.8554 0.5295
C -0.5996 -0.7916 -1.2167
H -2.2420 -0.0430 1.2309
H -0.5685 0.4521 1.8459
H -1.5462 -0.8180 2.4981
H -0.3500 -1.3952 -2.0892
H -0.3868 0.2598 -1.4104
H -1.6839 -0.8205 -1.3246
C -4.1266 4.7843 -1.6889
S -4.0175 3.9506 -3.3690
O -5.4571 3.7833 -3.8434
C -3.1180 5.1263 -4.4978
H -4.4340 4.0501 -0.9442
H -4.7650 5.6671 -1.6543
H -3.0902 5.0932 -1.5528
H -2.0534 5.0853 -4.2673
H -3.6066 6.1006 -4.4918
H -3.3658 4.9465 -5.5440
```

The highest occupied orbital energy is -0.317 Ha. Its total charge is 0. As for the HOMO-LUMO gap: 8.951 eV.

For each atom in turn, the Löwdin charge in e is: C -0.021; C -0.425; C -0.066; O 0.121; C -0.645; O 0.163; O 0.145; H 0.098; H 0.103; H 0.095; H 0.154; H 0.136; H 0.144; C -0.021; C -0.358; C -0.101; O 0.084; C -0.457; O 0.112; O 0.078; H 0.083; H 0.082; H 0.091; H 0.149; H 0.133; H 0.126; C -0.007; C -0.322; C -0.096; O 0.085; C -0.568; O 0.160; O 0.080; H 0.078; H 0.084; H 0.091; H 0.152; H 0.134; H 0.130; C -0.039; C -0.351; C -0.152; O 0.059; C -0.428; O 0.148; O 0.074; H 0.091; H 0.088; H 0.089; H 0.156; H 0.132; H 0.134; C -0.006; C -0.249; C -0.047; O 0.125; C -0.689; O 0.114; O 0.087; H 0.087; H 0.084; H 0.081; H 0.147; H 0.130; H 0.135; C -0.261; S 0.820; O -0.576; C -0.262; H 0.057; H 0.039; H 0.044; H 0.037; H 0.048; H 0.053; C -0.251; S 0.824; O -0.589; C -0.278; H 0.050; H 0.041; H 0.051; H 0.054; H 0.056; H 0.041; C -0.238; S 0.823; O -0.595; C -0.255; H 0.044; H 0.051; H 0.034; H 0.046; H 0.045; H 0.047

Arrangement x

# C26H48O18S3

A 8-piece molecular cluster, C26H48O18S3 overall (ωB97M-V/def2-TZVPD, the Open Molecules 2025 dataset).

```
95
C26H48O18S3 | the Open Molecules 2025 dataset | ωB97M-V/def2-TZVPD
C -4.0755 -0.5132 2.8147
C -3.1387 0.2047 3.8119
C -2.2882 1.2739 3.2686
O -2.5307 2.3360 4.1784
C -3.4498 1.9667 5.0900
O -3.8715 2.6701 5.9991
O -3.9183 0.7753 4.7742
H -4.5430 -1.4212 3.1957
H -3.5439 -0.6702 1.8762
H -4.8833 0.1285 2.4631
H -2.5436 -0.5694 4.2965
H -2.6821 1.5989 2.3057
H -1.2492 0.9444 3.2678
C 0.5520 0.9844 -5.4121
C 1.3071 0.6013 -4.1143
C 2.5053 1.5114 -3.7700
O 1.9856 2.5508 -2.9691
C 0.8039 2.1453 -2.4775
O 0.1795 2.5637 -1.5075
O 0.3693 0.9720 -3.0507
H -0.3240 0.3818 -5.6521
H 1.2186 0.7224 -6.2337
H 0.3097 2.0457 -5.4674
H 1.5340 -0.4555 -3.9738
H 2.9843 1.8771 -4.6783
H 3.2812 1.0052 -3.1956
C 5.3829 1.4548 3.2475
C 4.2684 0.4442 2.8393
C 4.2895 0.0297 1.3329
O 4.0991 -1.3518 1.5098
C 4.5472 -1.7834 2.6570
O 4.8792 -2.9468 2.9103
O 4.6648 -0.7604 3.4975
H 5.3461 2.4111 2.7256
H 6.4056 1.1600 3.0125
H 5.2886 1.6366 4.3181
H 3.2941 0.8321 3.1366
H 5.2091 0.3406 0.8371
H 3.4785 0.3701 0.6890
C 0.1813 -5.3192 -3.6389
C 0.0924 -4.2230 -2.5238
C -0.4289 -2.8416 -2.9174
O -1.7432 -2.7825 -2.3584
C -1.9562 -3.8229 -1.5967
O -2.9918 -4.0348 -0.9808
O -0.9479 -4.6803 -1.6337
H -0.8120 -5.4538 -4.0671
H 0.5054 -6.3227 -3.3631
H 0.7889 -4.9099 -4.4459
H 1.0198 -4.1021 -1.9639
H -0.4526 -2.7256 -4.0010
H 0.0954 -2.0114 -2.4442
C 0.2064 5.9532 0.2621
C 0.7824 5.1418 1.4280
C -0.1351 4.2100 2.1382
O 0.5225 2.9217 2.0769
C 1.6020 3.0683 1.3492
O 2.4175 2.2264 1.0942
O 1.7440 4.3177 0.9046
H 0.8798 6.7496 -0.0548
H -0.7755 6.3622 0.5000
H 0.0476 5.2764 -0.5774
H 1.2006 5.8371 2.1559
H -1.0771 4.1285 1.5959
H -0.2921 4.4766 3.1834
C 0.8381 -0.7824 0.6299
S -0.8580 -1.4902 0.7989
O -1.2115 -1.4270 2.2713
C -1.5969 0.0153 -0.0427
H 0.9489 -0.4606 -0.4056
H 1.5595 -1.5892 0.7593
H 1.0855 0.0218 1.3228
H -1.4336 0.9337 0.5213
H -2.6381 -0.2218 -0.2613
H -1.1531 0.2614 -1.0073
C 1.4289 -3.1457 3.7610
S 0.9331 -4.8777 4.0537
O 0.4287 -4.9959 5.4961
C -0.5101 -4.8764 2.9202
H 0.8072 -2.4053 4.2644
H 1.6770 -2.9418 2.7193
H 2.4336 -3.1677 4.1831
H -1.0634 -5.8147 2.9607
H -0.3405 -4.7312 1.8534
H -1.2238 -4.1506 3.3099
C -3.6035 1.3582 -6.1830
S -3.5610 2.0021 -4.4424
O -4.9033 2.6479 -4.0227
C -3.2711 0.4780 -3.5130
H -4.0441 2.0688 -6.8822
H -4.3114 0.5460 -6.3483
H -2.5901 1.1702 -6.5376
H -3.1498 0.8711 -2.5036
H -2.2854 0.1230 -3.8137
H -4.0068 -0.3259 -3.5357
```

The highest occupied orbital energy is -0.310 Ha. Its total charge is 0. As for the HOMO-LUMO gap: 7.947 eV.

For each atom in turn, the Löwdin charge in e is: C 0.000; C -0.373; C -0.116; O 0.071; C -0.542; O 0.125; O 0.119; H 0.093; H 0.044; H 0.089; H 0.151; H 0.130; H 0.128; C -0.013; C -0.254; C -0.092; O 0.095; C -0.499; O 0.124; O 0.006; H 0.068; H 0.084; H 0.101; H 0.142; H 0.138; H 0.137; C -0.019; C -0.264; C -0.085; O 0.053; C -0.586; O 0.111; O 0.090; H 0.078; H 0.084; H 0.083; H 0.143; H 0.136; H 0.094; C -0.004; C -0.259; C -0.080; O 0.062; C -0.632; O 0.125; O 0.079; H 0.089; H 0.087; H 0.078; H 0.150; H 0.134; H 0.114; C 0.001; C -0.359; C -0.053; O 0.094; C -0.582; O 0.123; O 0.108; H 0.087; H 0.088; H 0.081; H 0.155; H 0.141; H 0.146; C -0.234; S 0.898; O -0.541; C -0.223; H 0.038; H 0.029; H 0.055; H 0.047; H 0.046; H 0.019; C -0.263; S 0.847; O -0.565; C -0.267; H 0.064; H 0.035; H 0.029; H 0.045; H 0.042; H 0.044; C -0.254; S 0.836; O -0.566; C -0.266; H 0.047; H 0.051; H 0.028; H 0.032; H 0.028; H 0.071

Which one is the most stable? From the structures above, arrangement x.